The following is a quantum chemistry calculation of the molecule C7H14, from OMol25.

Calculated values
HOMO energy   -7.953 eV
E_LUMO   0.401 eV
E_tot   -7482.526 eV
Energy relative to the best compared isomer or geometry (same formula, charge and spin)   363.57 kJ/mol

Structure (XYZ):
```
21
Properties=species:S:1:pos:R:3:forces:R:3:mulliken_charge:R:1
C 2.584840 -0.341217 0.089252 0.061 -0.001 0.056 -1.30
C 1.372250 -0.540544 -0.815984 0.007 0.031 -0.049 -0.35
C 0.106529 -0.996762 -0.055426 0.014 0.051 0.075 -0.99
C -1.137910 -0.259107 -0.568662 0.043 0.016 -0.163 0.66
C -2.377974 -0.416336 0.347300 -0.101 0.010 0.124 -1.52
C -1.058191 1.231494 -0.653129 0.091 -0.135 0.309 -0.62
C -0.405473 1.864092 0.527763 -0.054 -0.037 0.014 -0.80
H 2.345274 0.358863 0.899838 0.050 -0.112 -0.124 0.29
H 2.905960 -1.282262 0.549244 -0.054 0.104 -0.053 0.32
H 3.434054 0.072523 -0.465454 -0.104 -0.108 0.075 0.37
H 1.613024 -1.250898 -1.615947 -0.037 0.085 0.114 0.41
H -0.038246 -2.080650 -0.157282 -0.012 0.179 0.008 0.47
H 0.237360 -0.817255 1.019444 -0.013 0.016 -0.149 0.32
H -1.409697 -0.666297 -1.552279 0.032 0.102 0.116 0.33
H -2.142090 -0.128696 1.378143 -0.014 -0.058 -0.159 0.36
H -3.206632 0.209997 -0.002456 0.096 -0.122 0.057 0.43
H -2.713477 -1.457532 0.347178 0.089 0.126 -0.043 0.38
H 1.163838 0.409308 -1.326142 0.036 -0.126 0.060 0.30
H 0.408193 2.501458 0.149739 -0.163 -0.059 -0.028 0.32
H -0.015390 1.239919 1.348153 -0.092 0.060 -0.180 0.25
H -1.131433 2.584435 0.930633 0.124 -0.022 -0.058 0.36
```
Forces are in eV/Å.


The following is a quantum chemistry calculation of the molecule C7H14, from OMol25.

Calculated values
SMILES   CC(C)CC1CC1
HOMO energy   -10.020 eV
E_LUMO   1.189 eV
E_tot   -7484.851 eV
Energy relative to the best compared isomer or geometry (same formula, charge and spin)   139.23 kJ/mol

Structure (XYZ):
```
21
Properties=species:S:1:pos:R:3:forces:R:3:mulliken_charge:R:1
C 0.318125 -0.728121 -1.793692 -0.058 0.024 -0.041 -1.22
C 1.217092 -0.108960 -0.697275 -0.034 -0.013 0.083 0.76
C 1.934100 1.141631 -1.229702 0.008 0.037 0.034 -1.68
C 0.506859 0.244007 0.669870 -0.044 0.003 -0.007 -0.98
C -0.849906 -0.422013 0.881330 0.040 -0.180 -0.185 0.25
C -1.617720 -0.699930 2.144436 0.042 -0.081 0.210 -0.67
C -2.148790 0.290895 1.143934 -0.114 0.110 -0.111 -0.78
H -0.629339 -1.091956 -1.399701 0.128 0.037 -0.232 0.33
H 0.059941 -0.008385 -2.577156 0.136 -0.008 0.087 0.32
H 0.790642 -1.593975 -2.269195 0.076 0.240 -0.001 0.28
H 1.993630 -0.852484 -0.469529 -0.200 0.119 0.051 0.27
H 2.651375 0.917559 -2.029386 -0.182 -0.081 0.128 0.39
H 1.201389 1.850840 -1.636370 0.088 -0.089 0.115 0.41
H 2.481020 1.652235 -0.428616 -0.034 -0.091 -0.099 0.38
H 1.200239 -0.035431 1.475909 -0.158 0.056 -0.138 0.26
H 0.402850 1.336167 0.731348 -0.087 -0.187 -0.016 0.47
H -0.992893 -1.254550 0.208627 -0.017 -0.024 0.157 0.25
H -2.092978 -1.678090 2.182553 0.082 0.210 0.109 0.24
H -1.294314 -0.330479 3.112592 0.086 0.069 -0.184 0.27
H -2.121527 1.335137 1.448649 0.152 -0.157 -0.135 0.25
H -3.009795 0.035902 0.531374 0.090 0.008 0.175 0.21
```
Forces are in eV/Å.


The following is a quantum chemistry calculation of a cluster of 4 separate species, C7H14 in total, from OMol25.

Calculated values
HOMO energy   -8.517 eV
E_LUMO   1.138 eV
E_tot   -7480.545 eV
Energy relative to the best compared isomer or geometry (same formula, charge and spin)   554.73 kJ/mol

Structure (XYZ):
```
21
Properties=species:S:1:pos:R:3:forces:R:3:mulliken_charge:R:1
C -1.550525 1.315663 0.378161 -0.364 -0.309 0.074 -0.98
C -1.715492 -0.055886 0.471952 -0.151 0.221 0.105 0.28
C -2.510282 -0.858122 -0.534874 0.099 -0.022 -0.075 -1.24
C 0.401837 -1.118549 -0.061728 0.254 0.083 -0.092 -0.95
C 1.383371 -0.166196 -0.171619 -0.115 -0.321 -0.078 0.68
C 2.827909 0.020800 0.126455 0.033 0.058 0.255 -0.64
C 2.253837 0.398268 -1.233718 -0.116 0.152 -0.149 -0.63
H -0.006039 1.557730 0.390007 0.331 -0.216 -0.152 0.13
H -1.906403 1.814191 -0.528538 0.344 -0.108 0.131 0.28
H -1.599671 1.939834 1.268268 0.131 -0.200 -0.060 0.33
H -1.683710 -0.483055 1.472184 0.106 0.000 -0.124 0.30
H -3.576131 -0.904270 -0.263466 0.262 0.141 0.048 0.33
H -2.450757 -0.420404 -1.537386 0.046 -0.031 0.130 0.35
H -2.161679 -1.893283 -0.593557 -0.063 0.097 -0.011 0.35
H 0.416934 -1.822993 0.771478 -0.115 0.296 -0.080 0.25
H -0.133747 -1.449832 -0.944558 0.073 0.174 0.107 0.36
H 0.799211 1.163769 0.366417 -0.459 -0.065 -0.164 -0.15
H 3.123252 0.818780 0.799390 0.035 -0.009 -0.134 0.23
H 3.481831 -0.850467 0.166028 -0.300 0.097 0.037 0.25
H 2.535032 -0.199469 -2.100765 -0.163 0.005 0.265 0.24
H 2.138744 1.455331 -1.445805 0.133 -0.044 -0.033 0.23
```
Forces are in eV/Å.


> What is the E_tot in the third record?

-7480.545 eV


> The lowest energy relative to the best compared isomer or geometry (same formula, charge and spin) belongs to which entry?

number 2


> Among the records above, which one has the lowest energy relative to the best compared isomer or geometry (same formula, charge and spin)?

number 2